No. 1
12
Properties=species:S:1:pos:R:3:mulliken_charge:R:1 method="wB97M-V/def2-TZVPD" s2=3.775 spin_multiplicity=4 orbital_gap_ev="10.89 / 2.73" e_homo_ha="-1.1021 / -0.9681" charge=+4 relative_energy_ev=2.968
Er -0.31428 3.88004 1.56758 2.1662
O -0.70281 -0.00714 0.71233 -0.3559
O 1.23671 -1.05039 0.20133 0.0406
O 0.05608 -2.12249 1.81625 0.0718
C 0.92827 -0.08455 -0.86755 -0.1349
C 0.33154 -1.28312 1.05986 0.6594
C -0.56780 0.14088 -0.74131 -0.3056
H -1.59560 -0.21036 1.04787 0.4784
H -1.15851 -0.63522 -1.23758 0.3610
H 1.21317 -0.55989 -1.80878 0.3655
H 1.49554 0.82540 -0.64621 0.2977
H -0.92232 1.10684 -1.10377 0.3558


No. 2
86
Properties=species:S:1:pos:R:3:mulliken_charge:R:1 method="wB97M-V/def2-TZVPD" s2=15.881 spin_multiplicity=8 orbital_gap_ev="6.77 / 8.16" e_homo_ha="-0.2930 / -0.2940" relative_energy_ev=0.636
Gd -0.71856 -0.36375 -0.68210 0.0611
As 1.92580 -0.45279 1.46242 1.2581
Cl -1.93389 -1.47757 1.32619 -0.5407
Cl 0.91231 -2.38484 -0.69657 -0.4392
O -2.69640 0.78971 -1.71572 -0.4985
O -1.24594 1.58915 0.66586 -0.2264
O 0.71406 1.28321 -1.54777 -0.2679
N 1.05847 3.32116 -2.54441 0.3302
N -3.36985 1.79884 1.52486 0.3498
C 3.56184 -3.85005 3.48316 -0.7700
C 3.68662 1.57202 4.76413 -0.6874
C 1.35727 -3.40100 4.38877 -0.6615
C 3.98200 -1.43044 -0.34190 -0.5286
C 2.53316 -4.16231 4.37667 -0.4567
C -2.96903 -0.11883 -2.68403 0.2906
C 5.41669 0.95885 -0.47757 -0.6908
C -2.43190 2.02761 0.61293 -0.3349
C 1.20217 -2.34152 3.49077 -0.6641
C 0.31998 2.45222 -1.87442 0.5486
C -1.72738 -2.38528 -2.68604 0.2696
C 3.43176 -2.76074 2.60881 0.1002
C 2.45857 3.05576 -2.87151 -0.9316
C 2.76086 2.58670 5.02000 -0.4529
C 3.61986 -0.35248 0.47581 0.7940
C 2.25173 -2.01602 2.62002 0.6266
C -0.56632 -0.42094 -3.75740 -1.5239
C 5.76528 -0.11477 -1.30564 -0.4956
C 5.04827 -1.31179 -1.23234 -0.8365
C -4.53171 -1.36171 -1.09492 0.5140
C 1.64018 2.73850 4.19564 -0.5033
C -5.13771 -1.15478 -3.42348 -0.5918
C 0.49124 4.59219 -2.98560 -0.9095
C -1.65395 -1.05665 -2.91876 0.5148
C -6.31169 -1.87194 -3.18204 -0.6399
C 2.36228 0.84605 2.87965 -0.1871
C -5.72211 -2.04722 -0.84066 -0.9826
C -3.06312 1.53427 2.92780 -0.8016
C -4.77230 1.75485 1.12803 -1.0008
C -4.24434 -0.90504 -2.37951 -0.0096
C 1.43121 1.86874 3.11824 -0.3664
C -0.84370 -3.38520 -3.34958 -1.4555
C -6.62006 -2.29947 -1.88401 -0.4357
C 4.33989 0.84602 0.41345 -0.6288
C 3.48899 0.69671 3.68571 -0.0646
H 0.43193 -0.50321 -3.28598 0.3639
H -5.94033 -2.37103 0.17904 0.4273
H -0.69369 2.79337 -1.61936 -0.1458
H 3.39733 -2.34917 -0.31948 0.3257
H 4.06390 1.68011 1.05920 0.3784
H -5.34031 2.49522 1.70528 0.3628
H 2.64360 -5.00230 5.06468 0.3514
H 0.91955 3.53517 4.39064 0.3894
H -7.55496 -2.82261 -1.68378 0.3795
H -0.77327 0.64046 -3.96437 0.2505
H 4.20587 -0.10349 3.49117 0.3804
H -5.19573 0.75853 1.31817 0.2854
H -3.68613 2.19396 3.54221 0.3458
H 4.56224 1.45003 5.40107 0.3812
H -4.87658 -0.79802 -4.42570 0.3584
H -1.38486 -3.88995 -4.16208 0.3962
H 2.70455 2.01562 -2.64155 0.2298
H -4.83093 1.97501 0.05743 0.3398
H -3.30827 0.49620 3.17942 0.3236
H 4.24237 -2.50251 1.92977 0.3833
H -0.47056 -0.93691 -4.72685 0.5443
H 0.55609 -3.63345 5.09300 0.3848
H 2.61420 3.26759 -3.93682 0.3191
H -2.00581 1.72520 3.13086 0.1295
H 0.55928 1.97065 2.46999 0.3002
H 1.01698 5.43839 -2.52849 0.3346
H 5.30574 -2.15749 -1.87533 0.3908
H 0.05441 -2.92895 -3.78215 0.2946
H 6.59336 -0.01966 -2.01089 0.3884
H -2.52000 -2.78951 -2.05552 0.3726
H -3.14120 0.34818 -3.67871 0.3632
H -0.56064 4.62191 -2.69218 0.2778
H 4.47565 -4.44666 3.46027 0.3858
H 0.27023 -1.77378 3.45139 0.2130
H -2.77711 2.61605 -0.25384 0.5351
H -0.53310 -4.16576 -2.65066 0.3368
H 2.91031 3.26397 5.86481 0.3485
H -6.99301 -2.07651 -4.00900 0.3795
H 0.57151 4.68823 -4.07491 0.3168
H -3.80850 -1.20296 -0.28630 0.0634
H 5.98385 1.88936 -0.52251 0.4058
H 3.11150 3.72529 -2.29487 0.3352


No. 3
11
Properties=species:S:1:pos:R:3:mulliken_charge:R:1 method="wB97M-V/def2-TZVPD" orbital_gap_ev=9.59 e_homo_ha=-0.3176 smiles="C1=NCC=NN1" relative_energy_ev=3.303
N -1.22896 0.53992 0.04772 -0.0527
N -0.01428 -1.31453 -0.11434 -0.5509
N -0.05104 1.40837 -0.08498 -0.4941
C 1.29875 -0.66836 0.03739 -0.2995
C 1.07532 0.83747 0.01576 0.0059
C -1.10299 -0.79465 -0.04552 0.0256
H 1.63304 -1.08114 1.22724 0.1841
H 1.88010 1.70616 -0.01090 0.3211
H 2.07047 -1.08811 -0.65631 0.2710
H -2.11538 0.92073 0.29578 0.1917
H -2.03471 -1.14067 0.15956 0.3978